# C60H155N9O25

A 13-piece molecular cluster, C60H155N9O25 overall (ωB97M-V/def2-TZVPD, the OMol25 dataset).

The geometry in XYZ format:
```
249
Properties=species:S:1:pos:R:3
C 1.3144 5.9230 -0.6190
O 1.7312 5.5860 -1.9388
C 2.1698 4.2596 -2.0812
C 2.7192 4.0687 -3.5007
N 1.7339 4.4106 -4.5113
C 2.3829 4.6243 -5.8025
C 1.4660 5.3639 -6.7673
O 1.1618 6.6358 -6.2600
C 0.1999 7.3257 -7.0127
H 1.9599 5.4970 0.1522
H 0.3017 5.5621 -0.4177
H 1.2888 7.0069 -0.6138
H 1.3370 3.5599 -1.9329
H 2.9485 4.0108 -1.3519
H 3.1469 3.0718 -3.5994
H 3.5349 4.8066 -3.5146
H 1.1950 5.2562 -4.3616
H 2.6645 3.6734 -6.2638
H 3.3101 5.2121 -5.7530
H 0.5564 4.7666 -6.9085
H 2.0032 5.4376 -7.7198
H -0.0038 8.3119 -6.6114
H -0.7245 6.7588 -7.1744
H 0.5464 7.4524 -8.0486
C 2.8498 5.0023 3.4583
O 2.5396 4.1054 4.5122
C 1.5811 3.1336 4.1154
C 1.3196 2.1621 5.2361
N 0.7265 2.8679 6.3995
C 0.9180 2.1186 7.6395
C 2.3775 1.9726 8.1070
O 3.0040 3.2414 7.9501
C 4.3559 3.2086 8.3150
H 3.6592 4.5752 2.8579
H 3.1769 5.9178 3.9536
H 2.0080 5.2714 2.8132
H 1.8692 2.6193 3.1905
H 0.6453 3.6448 3.8687
H 2.2683 1.6742 5.4891
H 0.6287 1.3839 4.9033
H 1.2538 3.7341 6.4606
H 0.4541 1.1316 7.6041
H 0.3984 2.6912 8.4108
H 2.9558 1.1871 7.6153
H 2.3418 1.8067 9.1909
H 4.7820 4.1512 7.9691
H 4.8944 2.3710 7.8596
H 4.4979 3.1264 9.4010
C -1.9701 -6.4778 2.7638
O -0.9480 -5.9961 1.9232
C -0.4439 -4.7581 2.3830
C 0.4086 -4.1105 1.3311
N 1.6874 -4.8105 1.1346
C 2.5045 -4.1579 0.1163
C 2.0606 -4.3179 -1.3412
O 1.6718 -5.6319 -1.6723
C 2.7545 -6.5653 -1.6946
H -1.6481 -6.7568 3.7762
H -2.3003 -7.4176 2.3169
H -2.7817 -5.7512 2.8636
H 0.0906 -4.8908 3.3339
H -1.2763 -4.0741 2.6077
H 0.6029 -3.0677 1.5874
H -0.1782 -4.1506 0.4084
H 1.4214 -5.7305 0.7877
H 3.5415 -4.4966 0.2177
H 2.5755 -3.0970 0.3700
H 2.8030 -3.8761 -2.0149
H 1.1571 -3.7173 -1.4749
H 2.4400 -7.5982 -1.8117
H 3.3228 -6.4502 -0.7700
H 3.3772 -6.2833 -2.5491
C 7.3360 -2.7326 0.9435
O 7.5078 -1.3647 0.6959
C 6.5406 -0.8283 -0.1900
C 5.1099 -0.8727 0.3631
N 4.9865 -0.3452 1.7248
C 4.8087 1.1119 1.7758
C 4.8123 1.4782 3.2418
O 6.1669 1.4750 3.7006
C 6.2576 1.5059 5.1022
H 8.1919 -3.0967 1.5085
H 7.3488 -3.3004 0.0004
H 6.4068 -3.0498 1.4287
H 6.6289 -1.2864 -1.1779
H 6.7542 0.2369 -0.3008
H 4.7359 -1.8969 0.4547
H 4.5438 -0.4217 -0.4533
H 5.8910 -0.4207 2.1973
H 3.8210 1.3687 1.3796
H 5.5399 1.6230 1.1385
H 4.2223 0.7648 3.8242
H 4.3945 2.4755 3.4114
H 7.2400 1.1159 5.3829
H 5.6095 0.7444 5.5551
H 6.1264 2.4937 5.5411
C -7.5409 3.7604 5.4126
O -6.6693 3.5617 4.3225
C -5.6948 2.5900 4.5148
C -4.8915 2.3317 3.2299
N -3.9267 1.2115 3.2964
C -3.1858 1.1085 4.5742
C -2.3371 -0.1470 4.5516
O -1.3548 0.0589 3.5488
C -0.6436 -1.1423 3.2581
H -8.2706 4.4863 5.0612
H -6.9850 4.1246 6.2810
H -8.0900 2.8475 5.6640
H -6.0405 1.6242 4.9075
H -5.0036 2.9903 5.2757
H -4.3412 3.2001 2.8585
H -5.6480 2.1326 2.4655
H -3.1778 1.4404 2.6417
H -3.9447 1.0884 5.3634
H -2.6686 2.0371 4.8496
H -2.9210 -1.0332 4.2930
H -1.8724 -0.2996 5.5327
H -1.2846 -1.8594 2.7418
H -0.2122 -1.5631 4.1704
H 0.1901 -0.8169 2.6383
C -3.4918 1.9230 -0.1108
O -2.8855 2.4036 1.0743
C -2.0735 3.5530 0.9253
C -1.6218 3.9526 2.3098
N -0.8306 5.1941 2.4001
C -1.7313 6.3494 2.1140
C -0.9655 7.6565 2.3010
O -0.1817 8.0024 1.1980
C 0.3203 9.3071 1.2403
H -4.0065 2.7203 -0.6569
H -4.2490 1.1784 0.1261
H -2.6942 1.5196 -0.7396
H -2.6622 4.3258 0.4207
H -1.2061 3.3153 0.2962
H -1.0107 3.1181 2.6645
H -2.5394 3.9402 2.9158
H -0.5920 5.3267 3.3770
H -2.5065 6.2736 2.8847
H -2.1691 6.3581 1.1185
H -0.4281 7.5935 3.2585
H -1.7309 8.4186 2.5075
H -0.4024 10.0953 1.4741
H 0.5875 9.6084 0.2204
H 1.2607 9.3931 1.7894
C -3.7698 -9.8471 1.0257
O -3.1089 -8.9292 0.1699
C -1.8929 -9.4084 -0.3384
C -1.1326 -8.2425 -0.9504
N -1.8073 -7.7606 -2.1696
C -1.2337 -6.5155 -2.6616
C -1.5014 -5.3022 -1.7514
O -2.8555 -5.0601 -1.4148
C -3.6893 -4.8012 -2.5151
H -4.2152 -10.6426 0.4159
H -4.6445 -9.3688 1.4661
H -3.0457 -10.1833 1.7690
H -2.0306 -10.0879 -1.1946
H -1.2851 -10.0363 0.3219
H -0.1488 -8.5953 -1.2732
H -0.9766 -7.4222 -0.2439
H -2.7643 -7.5327 -1.9074
H -1.7113 -6.2848 -3.6213
H -0.1897 -6.6736 -2.9251
H -1.1179 -4.3746 -2.1995
H -0.9768 -5.4085 -0.8052
H -3.9369 -5.7225 -3.0498
H -3.3153 -4.0671 -3.2382
H -4.6034 -4.3327 -2.1444
C -2.9139 -1.3693 -3.5859
O -3.1397 -2.0395 -4.7961
C -3.0569 -1.1590 -5.9114
C -3.4867 -1.9379 -7.1356
N -3.0343 -1.2889 -8.3702
C -3.4861 -1.9732 -9.5571
C -3.0967 -1.3265 -10.8547
O -1.7533 -1.6404 -11.2563
C -1.3051 -0.6928 -12.2096
H -3.5450 -1.7063 -2.7595
H -2.9919 -0.2782 -3.6115
H -1.9072 -1.5666 -3.1885
H -2.0070 -0.8683 -6.0519
H -3.6484 -0.2616 -5.7223
H -4.5729 -2.0337 -7.1988
H -3.1286 -2.9718 -7.0672
H -2.0307 -1.1647 -8.3472
H -4.5740 -2.0849 -9.5638
H -3.1491 -3.0223 -9.5944
H -3.2638 -0.2450 -10.7837
H -3.7115 -1.6439 -11.7058
H -1.3387 0.3342 -11.8393
H -1.7937 -0.8673 -13.1721
H -0.2391 -0.9089 -12.3292
C -1.4065 2.8289 -3.3189
C -0.6521 1.5591 -3.7029
O 0.7553 1.7198 -3.6179
O -2.8173 2.6662 -3.4436
H -1.0920 3.6479 -3.9717
H -1.1462 3.0256 -2.2762
H -0.9456 1.1771 -4.6888
H -0.9272 0.7570 -3.0133
H 0.9923 2.4966 -4.1510
H -3.0155 2.9311 -4.3464
C -6.5311 -1.3746 3.0458
C -6.0053 -1.6161 1.6341
O -5.6014 -0.3998 1.0291
O -5.4092 -1.1774 3.9327
H -7.0187 -2.2081 3.5539
H -7.2079 -0.5129 3.0255
H -6.7969 -2.1009 1.0568
H -5.1936 -2.3482 1.6811
H -4.9761 0.0128 1.6495
H -4.9041 -0.4101 3.5865
C 3.0646 -2.1480 4.1239
C 2.2997 -3.3791 4.5814
O 2.6731 -4.5645 3.9351
O 2.6833 -1.7837 2.7762
H 4.1219 -2.4199 4.0524
H 2.9047 -1.2707 4.7563
H 1.2240 -3.1896 4.4531
H 2.4332 -3.5471 5.6522
H 2.5066 -4.4949 2.9766
H 3.4328 -1.2389 2.4601
C 4.2484 -0.2819 -3.3740
C 5.3984 -0.5867 -4.3175
O 5.7728 0.5644 -5.0423
O 3.7795 -1.4491 -2.7045
H 3.3768 0.1797 -3.8461
H 4.6139 0.4038 -2.5960
H 5.0481 -1.3643 -5.0062
H 6.1594 -1.1224 -3.7412
H 6.5028 0.3458 -5.6267
H 2.9440 -1.1873 -2.2556
C 1.5397 0.7973 -0.0025
C 0.8636 -0.5326 -0.3132
C -0.6294 -0.4203 -0.0937
O -1.2497 -1.6703 -0.3005
C -2.6399 -1.6172 -0.0440
N 1.1586 -0.8722 -1.7498
H 2.5579 0.7294 -0.3867
H 1.5468 0.9976 1.0718
H 1.0795 1.6635 -0.4852
H 1.3322 -1.3183 0.2815
H -1.0415 0.2817 -0.8348
H -0.7789 0.0881 0.8669
H -3.1183 -0.7794 -0.5627
H -2.9014 -1.6742 1.0130
H -3.0939 -2.4807 -0.5389
H 0.8883 -0.0541 -2.2927
H 0.3463 -1.4948 -1.8138
```

Values from the calculation:
HOMO level: -8.2 eV
Maximum force: 0.046 Eh/bohr
Relative energy (zero: lowest compared OMol25 entry of this formula, charge and spin): 0.0 kcal per mole
Total energy: -129319.4187 eV
LUMO level: 0.30 eV
Total charge: 0
Spin multiplicity: 1
Kohn-Sham gap: 8.477 eV

# C5H10O

One molecule with the formula C5H10O (ωB97M-V/def2-TZVPD, the OMol25 dataset).

The geometry in XYZ format:
```
16
Properties=species:S:1:pos:R:3
C 0.9195 0.0893 -1.3748
C 0.1081 0.2543 -0.3307
C -1.3815 0.3085 -0.4596
C -2.1738 -0.5443 0.4987
O 0.6282 0.4177 0.9082
C 2.1395 0.0861 0.9234
H 0.5659 -0.1743 -2.3498
H 1.9407 0.4387 -1.3668
H -1.6274 0.0325 -1.4829
H -1.6873 1.3498 -0.3407
H -1.9287 -0.2577 1.5168
H -3.2532 -0.4475 0.3488
H -1.9080 -1.5906 0.3672
H 2.8608 -0.4473 0.2263
H 2.6361 1.0211 1.1278
H 2.1611 -0.5361 1.7881
```

Values from the calculation:
HOMO level: -8.5 eV
Maximum force: 0.054 Eh/bohr
Relative energy (zero: lowest compared OMol25 entry of this formula, charge and spin): 50.6 kcal per mole
Total energy: -7392.5710 eV
LUMO level: 1.05 eV
Total charge: 0
SMILES: C=C(CC)OC
Spin multiplicity: 1
Kohn-Sham gap: 9.509 eV

Among the records above, which one has the highest relative energy (zero: lowest compared OMol25 entry of this formula, charge and spin)?
C5H10O